[1]
C49H54N7O3P2RhS as an isolated structure at a distorted geometry, computed with ωB97M-V/def2-TZVPD.

XYZ file:
```
117
Properties=species:S:1:pos:R:3:lowdin_charge:R:1
Rh 0.65 0.61 1.03 0.98
N -4.65 6.64 3.66 0.13
C -3.62 5.75 3.54 -0.31
C -3.58 4.60 4.35 -0.02
C -2.55 3.69 4.23 -0.06
C -1.55 3.90 3.28 -0.31
C -1.57 5.04 2.48 -0.06
C -2.60 5.95 2.60 -0.02
S -0.20 2.81 3.16 0.61
O 0.32 2.53 4.47 -0.28
O 0.71 3.32 2.15 -0.34
N -0.71 1.40 2.47 -0.19
C -1.07 0.30 3.20 -0.50
N -1.72 0.37 4.36 0.16
C -2.01 -0.78 4.95 -0.08
C -1.66 -2.01 4.40 -0.04
C -0.98 -1.98 3.21 -0.15
N -0.68 -0.84 2.59 0.05
H -5.30 6.56 4.42 0.10
H -4.60 7.52 3.20 0.10
H -4.36 4.43 5.09 0.12
H -2.51 2.82 4.87 0.10
H -0.78 5.21 1.77 0.11
H -2.61 6.84 1.99 0.12
H -2.53 -0.72 5.90 0.12
H -1.91 -2.94 4.90 0.11
H -0.64 -2.90 2.75 0.10
O 2.58 1.97 -0.56 -0.14
C 2.59 3.38 -0.87 -0.21
C 2.43 3.60 -2.37 -0.15
C 1.25 2.82 -2.94 -0.15
C -0.08 3.19 -2.36 -0.28
C -0.83 4.20 -2.96 0.00
C -2.07 4.52 -2.46 -0.04
C -2.55 3.82 -1.37 -0.05
C -1.73 2.86 -0.80 -0.16
N -0.52 2.54 -1.27 0.11
H 1.66 1.69 -0.64 -0.02
H 3.55 3.75 -0.53 0.13
H 1.81 3.88 -0.29 0.11
H 3.34 3.29 -2.89 0.12
H 2.30 4.67 -2.56 0.13
H 1.41 1.75 -2.78 0.07
H 1.21 2.95 -4.02 0.13
H -0.42 4.72 -3.82 0.12
H -2.67 5.30 -2.93 0.12
H -3.52 4.02 -0.93 0.11
H -2.06 2.32 0.07 0.10
C 3.13 1.57 2.66 -0.13
C 4.48 1.32 3.38 -0.13
N 4.64 -0.10 3.68 -0.15
C 3.51 -0.54 4.49 -0.13
C 2.18 -0.37 3.73 -0.13
N 2.44 0.27 2.41 -0.21
C 3.35 -0.61 1.63 -0.15
C 4.66 -0.85 2.43 -0.14
H 3.28 2.06 1.70 0.10
H 2.46 2.18 3.26 0.09
H 4.52 1.87 4.32 0.13
H 5.32 1.64 2.77 0.12
H 3.51 0.04 5.41 0.13
H 3.66 -1.59 4.77 0.12
H 1.48 0.26 4.27 0.10
H 1.72 -1.34 3.54 0.10
H 3.54 -0.13 0.67 0.11
H 2.82 -1.55 1.45 0.09
H 5.52 -0.54 1.85 0.12
H 4.78 -1.91 2.67 0.12
C -0.74 -2.42 -0.33 -0.45
P 0.25 -0.94 -0.85 0.99
C -0.71 -0.37 -2.28 -0.38
C -0.24 -0.31 -3.58 -0.10
C -1.06 0.20 -4.59 -0.06
C -2.34 0.63 -4.30 -0.05
C -2.82 0.55 -2.99 -0.06
C -2.00 0.07 -1.99 -0.13
C 1.82 -1.65 -1.41 -0.38
C 2.28 -2.85 -0.85 -0.16
C 3.50 -3.38 -1.22 -0.06
C 4.30 -2.71 -2.14 -0.05
C 3.88 -1.50 -2.66 -0.04
C 2.65 -0.97 -2.30 -0.10
P -0.67 -3.88 -1.41 1.20
C -1.82 -5.09 -0.88 -0.36
C -2.12 -6.15 -1.75 -0.06
C -2.98 -7.15 -1.35 -0.04
C -3.54 -7.12 -0.08 -0.02
C -3.24 -6.08 0.80 -0.04
C -2.38 -5.07 0.42 -0.07
C -0.76 -3.60 -3.16 -0.38
C 0.40 -3.65 -3.92 -0.08
C 0.32 -3.49 -5.30 -0.05
C -0.91 -3.26 -5.89 -0.04
C -2.07 -3.20 -5.13 -0.05
C -2.01 -3.38 -3.76 -0.08
H -1.78 -2.08 -0.26 0.07
H -0.44 -2.72 0.67 0.02
H 0.75 -0.65 -3.84 0.09
H -0.68 0.25 -5.60 0.12
H -2.97 1.02 -5.08 0.12
H -3.82 0.89 -2.76 0.12
H -2.37 0.06 -0.97 0.10
H 1.71 -3.36 -0.09 0.09
H 3.84 -4.31 -0.78 0.12
H 5.26 -3.13 -2.43 0.12
H 4.51 -0.96 -3.36 0.12
H 2.36 0.00 -2.70 0.08
H -1.68 -6.18 -2.74 0.12
H -3.22 -7.96 -2.03 0.12
H -4.21 -7.90 0.24 0.12
H -3.68 -6.06 1.79 0.12
H -2.15 -4.27 1.10 0.09
H 1.36 -3.84 -3.45 0.10
H 1.22 -3.54 -5.90 0.12
H -0.97 -3.13 -6.97 0.12
H -3.03 -3.03 -5.60 0.12
H -2.91 -3.35 -3.16 0.12
```

The calculation puts the LUMO energy (spin up / spin down) at -4.5608 / -7.7779 eV. Its expectation value of S² is 6.022. Its spin multiplicity is 5. The calculation puts the HOMO-LUMO gap (spin up / spin down) at 7.05 / 3.85 eV. As for the total charge: +2. For the strongest force on any atom, the calculation gives 0.0201 Eh/bohr. The energy relative to the best compared isomer or geometry (same formula, charge and spin) is 0.0 kcal per mole.



[2]
C49H54N7OP2S2W as an isolated structure at a distorted geometry, computed with ωB97M-V/def2-TZVPD.

XYZ file:
```
116
Properties=species:S:1:pos:R:3:lowdin_charge:R:1
W 0.32 0.45 0.17 1.08
C -2.63 2.11 0.57 -0.05
C -1.84 2.68 -0.56 -0.33
C -2.32 3.86 -1.17 0.00
C -1.65 4.42 -2.21 0.02
C -0.50 3.78 -2.72 -0.15
C 0.19 4.28 -3.84 -0.03
C 1.28 3.61 -4.33 -0.06
C 1.70 2.42 -3.71 -0.09
C 1.05 1.91 -2.61 -0.57
S 1.59 0.41 -1.89 0.69
C -0.07 2.60 -2.08 -0.21
N -0.72 2.09 -0.97 -0.03
H -3.67 2.39 0.47 0.10
H -2.29 2.50 1.53 0.08
H -2.56 1.03 0.59 0.03
H -3.22 4.31 -0.78 0.13
H -1.99 5.34 -2.67 0.13
H -0.16 5.20 -4.31 0.12
H 1.81 3.99 -5.19 0.11
H 2.55 1.88 -4.10 0.11
N 0.71 -1.79 0.02 -0.08
C 2.06 -2.32 -0.03 -0.33
C 2.31 -3.56 -0.61 -0.02
C 3.61 -4.03 -0.66 -0.05
C 4.64 -3.27 -0.12 -0.05
C 4.38 -2.05 0.47 -0.04
C 3.08 -1.56 0.51 -0.30
P 2.56 0.01 1.30 1.03
C 3.96 1.13 0.98 -0.34
C 3.91 2.02 -0.09 -0.12
C 5.00 2.82 -0.38 -0.06
C 6.15 2.76 0.39 -0.06
C 6.21 1.87 1.46 -0.06
C 5.13 1.05 1.75 -0.10
C 2.64 -0.45 3.07 -0.33
C 2.19 -1.71 3.46 -0.11
C 2.22 -2.09 4.79 -0.06
C 2.71 -1.21 5.75 -0.05
C 3.16 0.04 5.37 -0.05
C 3.12 0.43 4.03 -0.11
H 0.14 -2.27 0.72 0.05
H 0.24 -1.94 -0.87 0.02
H 1.49 -4.14 -1.03 0.12
H 3.82 -4.99 -1.12 0.11
H 5.66 -3.64 -0.16 0.11
H 5.20 -1.46 0.87 0.11
H 3.03 2.08 -0.70 0.03
H 4.95 3.51 -1.22 0.11
H 7.00 3.39 0.17 0.11
H 7.10 1.81 2.07 0.11
H 5.19 0.38 2.59 0.11
H 1.82 -2.42 2.72 0.09
H 1.86 -3.07 5.08 0.11
H 2.74 -1.50 6.79 0.11
H 3.54 0.74 6.11 0.11
H 3.46 1.42 3.76 0.08
S -0.81 -0.58 2.23 0.62
C -2.06 0.27 2.97 -0.80
N -2.94 0.83 3.48 0.10
C 0.70 2.40 1.25 -0.24
C 1.30 2.65 2.61 -0.29
C 0.63 2.25 3.77 -0.04
C 1.10 2.57 5.03 -0.02
C 2.28 3.31 5.16 -0.25
C 2.95 3.74 4.03 -0.03
C 2.46 3.42 2.77 -0.05
C 2.80 3.60 6.48 -0.18
N 3.23 3.81 7.52 0.16
H 1.19 3.05 0.52 0.06
H -0.32 2.77 1.34 0.04
H -0.29 1.69 3.69 0.06
H 0.57 2.24 5.91 0.13
H 3.84 4.34 4.13 0.13
H 2.98 3.79 1.90 0.11
O -1.30 -0.52 -1.08 -0.43
P -2.45 -1.42 -1.43 0.56
N -3.51 -0.70 -2.46 -0.17
C -3.95 0.69 -2.25 -0.18
C -4.84 0.97 -3.46 -0.15
C -4.13 0.20 -4.57 -0.15
C -3.69 -1.09 -3.88 -0.17
N -3.34 -1.91 -0.16 -0.17
C -4.79 -1.64 0.01 -0.17
C -5.25 -2.70 1.03 -0.15
C -4.17 -3.79 0.97 -0.16
C -2.91 -2.96 0.78 -0.21
N -1.81 -2.76 -2.13 -0.18
C -0.68 -2.65 -3.09 -0.18
C -0.80 -3.90 -3.98 -0.14
C -2.27 -4.33 -3.86 -0.16
C -2.63 -3.96 -2.42 -0.18
H -3.10 1.36 -2.24 0.10
H -4.49 0.79 -1.30 0.10
H -4.93 2.03 -3.66 0.12
H -5.84 0.56 -3.29 0.12
H -3.26 0.76 -4.91 0.12
H -4.77 0.00 -5.43 0.12
H -2.77 -1.48 -4.31 0.10
H -4.46 -1.86 -3.97 0.12
H -5.30 -1.73 -0.94 0.11
H -4.96 -0.64 0.40 0.11
H -6.25 -3.07 0.79 0.11
H -5.28 -2.27 2.03 0.12
H -4.33 -4.44 0.10 0.10
H -4.14 -4.40 1.86 0.12
H -2.07 -3.53 0.37 0.10
H -2.59 -2.52 1.73 0.07
H 0.29 -2.65 -2.59 0.08
H -0.73 -1.72 -3.66 0.11
H -0.16 -4.69 -3.60 0.11
H -0.50 -3.70 -5.00 0.12
H -2.41 -5.39 -4.05 0.12
H -2.89 -3.78 -4.56 0.10
H -2.35 -4.77 -1.75 0.12
H -3.69 -3.76 -2.28 0.11
```

The calculation puts the LUMO energy (spin up / spin down) at -2.8117 / -2.9899 eV. Its expectation value of S² is 2.018. Its spin multiplicity is 3. The calculation puts the HOMO-LUMO gap (spin up / spin down) at 6.73 / 7.42 eV. As for the total charge: +1. For the strongest force on any atom, the calculation gives 0.0200 Eh/bohr. The energy relative to the best compared isomer or geometry (same formula, charge and spin) is 0.0 kcal per mole.



| no. | energy (hartree) |
| --- | --- |
| 1 | -3699.51916 |
| 2 | -3904.30211 |